(1)
{
  "formula": "C3H9NO3S",
  "method": "the ωB97M-V functional and the def2-TZVPD basis",
  "orbital_gap_ev": [9.28, 4.41],
  "homo_energy_ev": [-14.0, -14.0],
  "total_charge": 1,
  "multiplicity": 2,
  "symbols": ["C", "C", "S", "N", "C", "O", "O", "H", "H", "H", "H", "H", "H", "H", "H", "H", "O"],
  "xyz": [[-0.0124, 0.1201, 1.3119], [1.2856, 0.9371, 1.2582], [1.0099, 2.8426, 1.4023], [0.0198, -1.0160, 0.4238], [-1.0652, -1.7402, 0.1359], [-0.6937, -2.5539, -0.9778], [-2.0498, -1.7303, 0.8423], [-0.9497, 0.7223, 1.0120], [-0.1176, -0.1630, 2.3346], [2.0246, 0.8625, 2.2074], [1.9344, 0.6931, 0.3134], [1.3963, 3.2468, 0.1355], [0.7642, -0.9008, -0.3344], [-1.5756, -3.0010, -1.2003], [0.1922, -0.1604, -3.6228], [0.3500, -0.8649, -5.0208], [0.0482, -0.0541, -4.5474]],
  "mulliken_spin": [0.038, -0.027, 0.969, 0.025, -0.004, 0.001, 0.008, -0.010, -0.008, 0.028, -0.004, -0.015, -0.001, 0.000, 0.000, 0.000, 0.000]
}

(2)
{
  "formula": "C32H30Cl5CoN8O4",
  "method": "the ωB97M-V functional and the def2-TZVPD basis",
  "orbital_gap_ev": [6.63, 6.64],
  "homo_energy_ev": [-5.1, -5.1],
  "total_charge": -1,
  "multiplicity": 2,
  "symbols": ["Co", "C", "C", "C", "C", "C", "C", "C", "N", "C", "C", "C", "C", "C", "C", "C", "N", "C", "C", "C", "C", "H", "H", "H", "H", "H", "H", "H", "H", "H", "H", "H", "H", "H", "H", "H", "H", "H", "H", "H", "H", "H", "H", "H", "H", "O", "C", "O", "C", "C", "C", "N", "C", "C", "C", "O", "O", "H", "H", "H", "N", "N", "N", "C", "N", "N", "H", "H", "H", "Cl", "C", "C", "C", "Cl", "C", "Cl", "C", "Cl", "C", "Cl"],
  "xyz": [[0.0286, -0.3071, -0.0046], [1.7684, 1.3970, 6.4649], [1.0051, 0.0997, 6.1558], [-0.2464, 0.0492, 7.0323], [1.8921, -1.1106, 6.4908], [0.6636, 0.0451, 4.6754], [-0.6103, -0.1761, 4.1950], [-0.8129, -0.2878, 2.8297], [0.1596, -0.1901, 1.9320], [1.3887, 0.0518, 2.3792], [1.6638, 0.1694, 3.7195], [2.4367, 0.0879, 1.3316], [3.7648, 0.2980, 1.6034], [4.7236, 0.2192, 0.5985], [4.2508, -0.0263, -0.6732], [2.8917, -0.2171, -0.8729], [2.0006, -0.1904, 0.1082], [6.2012, 0.3278, 0.9387], [7.0764, 0.3356, -0.3147], [6.5803, -0.8907, 1.7965], [6.4641, 1.6158, 1.7323], [1.9857, 1.4517, 7.5342], [1.1761, 2.2735, 6.1866], [2.7188, 1.4457, 5.9261], [0.0462, 0.1159, 8.0816], [-0.7959, -0.8861, 6.8976], [-0.9196, 0.8837, 6.8156], [2.1380, -1.1100, 7.5571], [2.8278, -1.0864, 5.9242], [1.3801, -2.0472, 6.2519], [-1.4632, -0.2687, 4.8528], [-1.8006, -0.4874, 2.4502], [2.6905, 0.3345, 4.0235], [4.0609, 0.5099, 2.6248], [4.9047, -0.0636, -1.5323], [2.5169, -0.4129, -1.8673], [6.9764, -0.5938, -0.8816], [8.1232, 0.4346, -0.0215], [6.8278, 1.1733, -0.9720], [6.3881, -1.8206, 1.2541], [6.0028, -0.9177, 2.7249], [7.6431, -0.8515, 2.0529], [6.1418, 2.4953, 1.1670], [7.5332, 1.7113, 1.9383], [5.9374, 1.6171, 2.6920], [0.2770, 2.4616, -6.3595], [0.2452, 1.2283, -6.1503], [0.2517, 0.2497, -6.9378], [0.2000, 0.8352, -4.6403], [0.4045, -0.4844, -4.2529], [0.3608, -0.8184, -2.9162], [0.1168, 0.0831, -1.9485], [-0.0239, 1.3739, -2.3090], [-0.0016, 1.7749, -3.6350], [-0.1054, 2.3871, -1.1638], [-0.2980, 3.5704, -1.4475], [0.0281, 1.8730, 0.0053], [0.5810, -1.2353, -5.0132], [0.5472, -1.8306, -2.5850], [-0.1101, 2.8245, -3.8659], [-5.1977, -1.1516, 0.3586], [-4.0326, -0.4229, 0.1755], [-4.0392, 0.8377, -0.1886], [-2.7355, 1.0922, -0.2211], [-2.0219, -0.0026, 0.0933], [-2.8819, -0.9608, 0.3649], [-5.9046, -0.7111, -0.2078], [-5.0105, -2.0926, 0.0398], [-2.3121, 2.0557, -0.4649], [-2.4062, -2.3478, -1.9789], [-1.3314, -3.2955, -0.9503], [-0.3339, -2.6830, -0.1705], [0.3941, -3.6173, 0.5753], [1.6717, -3.0782, 1.6599], [0.2009, -5.0069, 0.5495], [1.1869, -6.0943, 1.4788], [-0.8152, -5.5383, -0.2319], [-1.1085, -7.2408, -0.2623], [-1.5989, -4.6688, -0.9793], [-2.9034, -5.3255, -1.9117]],
  "mulliken_spin": [0.910, 0.000, 0.000, 0.000, 0.000, -0.002, 0.000, -0.006, -0.014, 0.001, 0.002, 0.002, 0.003, 0.001, -0.003, -0.001, 0.009, 0.000, 0.000, 0.000, -0.001, 0.000, 0.000, 0.000, 0.000, 0.000, 0.000, 0.000, 0.000, 0.000, 0.000, -0.001, 0.001, 0.000, 0.000, -0.001, 0.000, 0.000, 0.000, 0.000, 0.000, 0.000, 0.000, 0.000, 0.000, 0.000, 0.000, 0.000, 0.000, 0.001, -0.005, -0.018, -0.008, 0.002, 0.008, 0.001, 0.052, 0.000, 0.000, 0.000, 0.000, 0.000, 0.001, -0.001, 0.012, -0.003, 0.000, 0.000, 0.001, 0.004, -0.017, 0.084, -0.014, 0.003, -0.002, 0.001, -0.001, 0.000, -0.001, 0.001]
}

(3)
{
  "formula": "C33H34FeN9O2S3Sb",
  "method": "the ωB97M-V functional and the def2-TZVPD basis",
  "orbital_gap_ev": [6.24, 7.12],
  "homo_energy_ev": [-10.1, -10.1],
  "total_charge": 1,
  "multiplicity": 2,
  "symbols": ["Fe", "N", "C", "S", "N", "N", "C", "C", "C", "C", "C", "C", "C", "C", "C", "C", "C", "C", "N", "H", "H", "H", "H", "H", "H", "H", "H", "H", "H", "H", "N", "C", "C", "C", "C", "C", "C", "S", "O", "O", "N", "C", "N", "C", "C", "C", "N", "H", "H", "H", "H", "H", "H", "H", "H", "H", "C", "Sb", "C", "C", "H", "H", "H", "H", "H", "H", "H", "H", "H", "S", "C", "N", "C", "C", "C", "C", "C", "C", "H", "H", "H", "H", "H"],
  "xyz": [[0.1764, -0.0183, 0.1662], [-0.9447, 3.9325, 1.5225], [-0.8692, 2.6613, 1.0586], [0.4157, 2.2481, -0.0367], [-1.7513, 1.7978, 1.4776], [-1.6132, 0.6174, 0.7583], [-2.6932, -0.0168, 0.4615], [-4.0521, 0.3446, 0.9145], [-4.3427, 0.4835, 2.2699], [-5.6321, 0.7845, 2.6743], [-6.6328, 0.9730, 1.7302], [-6.3447, 0.8549, 0.3789], [-5.0601, 0.5299, -0.0293], [-2.4934, -1.1116, -0.5012], [-3.4280, -2.0995, -0.7686], [-3.1240, -3.0460, -1.7373], [-1.9157, -2.9643, -2.4070], [-1.0282, -1.9549, -2.0601], [-1.3059, -1.0552, -1.1238], [-0.3694, 4.6354, 1.0922], [-1.8291, 4.2280, 1.9041], [-3.5594, 0.3555, 3.0028], [-5.8566, 0.8809, 3.7282], [-7.6383, 1.2132, 2.0496], [-7.1204, 1.0120, -0.3585], [-4.8407, 0.4336, -1.0857], [-4.3646, -2.1265, -0.2307], [-3.8284, -3.8346, -1.9667], [-1.6479, -3.6720, -3.1789], [-0.0572, -1.8729, -2.5325], [8.7736, -0.4679, -0.3266], [7.4509, -0.8244, -0.2500], [6.8568, -1.5830, -1.2681], [5.5182, -1.9039, -1.2147], [4.7438, -1.4770, -0.1436], [5.3254, -0.7482, 0.8856], [6.6626, -0.4140, 0.8334], [3.0548, -1.9225, -0.0368], [2.8241, -3.0186, -0.9491], [2.7555, -2.1294, 1.3638], [2.1067, -0.6605, -0.4618], [2.1201, -0.2446, -1.7721], [0.9607, 0.3532, -2.0682], [0.8071, 0.8732, -3.2790], [1.8062, 0.7648, -4.2296], [2.9612, 0.1013, -3.8319], [3.1384, -0.4004, -2.6156], [9.3626, -0.9699, -0.9673], [9.2299, -0.1471, 0.5087], [7.4582, -1.9172, -2.1046], [5.0608, -2.4853, -2.0022], [4.7366, -0.4649, 1.7481], [7.1113, 0.1533, 1.6396], [-0.1344, 1.3739, -3.4788], [1.6983, 1.1683, -5.2248], [3.7866, -0.0258, -4.5248], [3.2411, 1.7473, 1.8958], [1.5124, 0.6334, 2.4026], [2.2146, -0.7505, 3.8557], [0.6357, 1.9795, 3.7911], [4.0249, 1.5561, 2.6283], [2.9671, 2.7997, 1.9154], [3.5892, 1.4842, 0.8998], [3.1061, -0.2906, 4.2838], [2.4525, -1.7166, 3.4244], [1.4492, -0.8432, 4.6246], [1.3886, 2.1160, 4.5694], [-0.2644, 1.5596, 4.2350], [0.4083, 2.9374, 3.3335], [0.0446, -4.4125, 1.6726], [0.1871, -3.0326, 0.6829], [-0.1761, -1.8972, 1.1962], [-0.6391, -2.0830, 2.5030], [-1.1461, -1.1047, 3.3637], [-1.5491, -1.4752, 4.6291], [-1.4687, -2.8060, 5.0577], [-0.9903, -3.7858, 4.2154], [-0.5820, -3.4118, 2.9361], [0.6182, -3.1235, -0.3023], [-1.2359, -0.0747, 3.0455], [-1.9419, -0.7238, 5.3025], [-1.7886, -3.0682, 6.0570], [-0.9281, -4.8164, 4.5379]],
  "mulliken_spin": [1.447, -0.007, 0.034, -0.130, -0.012, -0.061, 0.001, -0.002, -0.001, 0.000, 0.000, 0.000, -0.001, 0.009, -0.003, 0.001, 0.001, 0.002, 0.022, 0.001, 0.001, 0.000, 0.000, 0.000, 0.000, 0.000, 0.000, 0.000, 0.000, -0.002, 0.000, 0.000, 0.000, 0.000, -0.002, 0.001, 0.000, -0.002, -0.001, -0.003, -0.069, -0.002, 0.042, 0.005, 0.002, -0.001, 0.001, 0.000, 0.000, 0.000, 0.000, -0.002, 0.000, -0.001, 0.000, 0.000, -0.014, -0.149, -0.060, -0.029, -0.004, 0.000, 0.000, -0.007, 0.004, 0.001, -0.006, 0.001, 0.004, 0.000, -0.005, -0.021, -0.003, 0.024, 0.001, 0.000, -0.001, 0.002, 0.000, -0.006, 0.000, 0.000, 0.000]
}

(4)
{
  "formula": "C5H4NO",
  "method": "the ωB97M-V functional and the def2-TZVPD basis",
  "orbital_gap_ev": [6.35, 6.44],
  "homo_energy_ev": [-15.1, -15.1],
  "total_charge": 1,
  "symbols": ["C", "C", "C", "C", "C", "N", "O", "H", "H", "H", "H"],
  "xyz": [[-0.0790, 1.5259, 0.0395], [-1.2753, 1.1045, -0.2127], [0.8020, -0.5640, -0.0358], [-0.4932, -1.0085, -0.1694], [1.1750, 0.8472, 0.2367], [-1.6087, -0.1640, -0.1792], [-3.3113, -0.5652, 0.1778], [1.5869, -1.2966, 0.0962], [-0.5291, -2.0067, -0.4004], [1.9045, 0.9769, -0.6146], [1.8282, 1.1504, 1.0619]],
  "lowdin_charge": [0.218, 0.094, 0.060, 0.026, -0.086, 0.050, -0.015, 0.152, 0.123, 0.209, 0.170]
}

Energy relative to the best compared isomer or geometry (same formula, charge and spin) values (in eV) by entry order: 1.903; 0.232; 0.000; 9.166.
Molar mass values (in g mol⁻¹) by entry order: 139.176; 826.842; 862.502; 94.093.
Energy values (in eV) by entry order: -21714.6565; -154023.7422; -125704.9983; -8768.1384.